64
Properties=species:S:1:pos:R:3 method="wB97M-V/def2-TZVPD" homo_lumo_gap_ha="0.2755 / 0.3583" e_tot_ha=-3666.22558 lumo_ev="-0.665 / -0.769" spin_multiplicity=7 e_homo_ev="-8.1628 / -10.5185" de_lowest_ev=2.0103 charge=0
V -0.9887 -1.0037 3.0167
V -0.2212 1.7134 1.3936
O -1.4652 1.1198 3.0623
H -2.0011 1.7194 3.6171
O 0.2641 -0.3324 1.4641
H 1.0264 -0.6836 0.9640
B -3.5924 -1.6115 0.7533
F -2.4779 -1.2424 1.4649
F -4.7100 -1.0674 1.3727
F -3.5456 -1.2192 -0.4881
F -3.6711 -2.9811 0.8137
B 2.0630 2.2894 3.9908
F 3.3747 2.3532 3.6334
F 1.6994 3.5051 4.4407
F 1.2055 2.0444 2.8932
F 1.8431 1.3125 4.9307
C 1.2601 -3.6470 1.0583
C -0.2072 -3.7402 1.5290
C -0.6743 -5.2053 1.5224
O -0.3558 -3.1326 2.7503
H 1.3800 -4.1612 0.1047
H 2.0165 -4.0960 1.7020
H 1.5085 -2.6012 0.8774
H -0.8313 -3.1608 0.8486
H -0.4796 -5.7031 0.5725
H -1.7548 -5.2172 1.6660
H -0.1632 -5.8032 2.2770
H -0.0904 -3.7617 3.4251
C -2.4647 1.6929 -2.3020
C -2.4158 2.1786 -0.8637
C -3.7583 2.2924 -0.2347
O -1.7325 1.1936 -0.1482
H -2.8410 0.6701 -2.3231
H -1.4832 1.8498 -2.7494
H -3.1095 2.3498 -2.8856
H -1.9066 3.1326 -0.7268
H -4.3941 1.4517 -0.5124
H -4.3040 3.1897 -0.5265
H -3.7607 2.3317 0.8546
H -2.2657 0.4096 -0.2990
C 0.0460 -0.5269 -4.1786
C 0.5514 -0.3136 -2.7772
C 1.6014 -1.3374 -2.2482
O 1.0424 0.9839 -2.6663
H -0.4304 0.3958 -4.5099
H -0.5903 -1.4038 -4.2980
H 0.8410 -0.7334 -4.8952
H -0.3388 -0.4710 -2.1682
H 1.1073 -2.3085 -2.2776
H 1.9967 -1.1549 -1.2490
H 2.4324 -1.2969 -2.9525
H 1.8290 1.0644 -3.2107
C 3.4545 1.3615 0.0189
C 2.5077 2.5296 0.0057
C 2.8700 3.4844 -1.1597
O 1.1996 2.1062 -0.2246
H 3.3518 0.9405 1.0191
H 4.5195 1.5925 -0.0032
H 3.2387 0.5945 -0.7249
H 2.5658 3.0897 0.9390
H 3.6951 4.1300 -0.8585
H 2.0750 4.1843 -1.4170
H 3.2843 2.9071 -1.9862
H 1.1744 1.7529 -1.1168